DFT (ωB97M-V/def2-TZVPD) results for C13H21MoN2O4S as an isolated structure.

The geometry in XYZ format:
```
42
Properties=species:S:1:pos:R:3
Mo 0.0149 0.4552 -0.9963
C -2.0855 2.3380 -1.2481
C -1.5277 2.2793 -2.6816
O -0.3140 1.4176 -2.6419
C 0.3174 0.8748 -3.8756
C 1.2865 -0.2357 -3.4292
O 0.5608 -0.9606 -2.3504
C 1.0470 -2.1135 -1.5785
C -0.1086 -2.4486 -0.6429
O -0.6748 -1.1677 -0.1518
C -1.9654 -1.0280 0.5603
C -2.3062 0.4580 0.6018
O -1.9463 0.9480 -0.7298
H -3.1403 2.6091 -1.3130
H -1.5545 3.0148 -0.5789
H -1.2394 3.2712 -3.0271
H -2.2311 1.8175 -3.3735
H 0.8522 1.6784 -4.3802
H -0.4837 0.4887 -4.5049
H 2.2370 0.1199 -3.0323
H 1.4474 -0.8965 -4.2823
H 1.9643 -1.8268 -1.0653
H 1.2023 -2.9656 -2.2411
H 0.2438 -3.0191 0.2148
H -0.9108 -2.9747 -1.1588
H -1.8523 -1.4271 1.5674
H -2.7076 -1.5958 0.0006
H -1.7508 1.0312 1.3456
H -3.3818 0.5440 0.7627
C 0.7349 0.8172 5.0768
C 1.2147 0.2033 3.8128
C 1.8668 -1.0328 3.7547
C 2.2722 -1.5188 2.5270
N 2.1042 -0.8140 1.3885
C 1.5304 0.3453 1.5958
S 1.5601 1.5154 0.1352
N 1.0345 0.8962 2.6638
H 0.6766 0.0892 5.8818
H -0.2321 1.2959 4.9311
H 1.4376 1.6005 5.3745
H 2.0466 -1.6024 4.6563
H 2.7607 -2.4809 2.4322
```

* energy: -1383.67721 Ha
* net charge: +3
* relative energy (zero: lowest compared OMol25 entry of this formula, charge and spin): 141.6 kJ/mol


DFT (ωB97M-V/def2-TZVPD) results for an isolated ion of composition C7H14N and charge +1.

The geometry in XYZ format:
```
22
Properties=species:S:1:pos:R:3
C 0.8497 -1.1147 -0.0652
C 0.6147 1.1929 -0.3383
C -0.5999 -0.7524 0.4799
C -0.6972 0.7452 0.3455
C -1.6709 -1.4899 -0.2911
C -1.9229 1.4459 0.0277
C 2.7928 0.2406 0.3862
N 1.6425 0.0743 -0.4455
H 1.2046 -1.7780 0.7438
H 0.5800 -1.8034 -0.8280
H 0.3363 1.2468 -1.5084
H 0.9083 2.2708 -0.1058
H -0.5307 -0.8673 1.6055
H -2.6941 -1.5645 0.0843
H -1.5054 -2.6263 -0.2748
H -1.8756 -1.2623 -1.2556
H -2.0451 2.5267 0.3382
H -2.8045 0.9552 0.3857
H -1.9710 1.6909 -1.0099
H 3.5518 1.0258 0.1181
H 2.6199 0.5234 1.3608
H 3.2168 -0.6799 0.2470
```

* energy: -329.46609 Ha
* net charge: +1
* relative energy (zero: lowest compared OMol25 entry of this formula, charge and spin): 371.4 kJ/mol


DFT (ωB97M-V/def2-TZVPD) results for a 2-piece molecular cluster, C4H11N3O2 overall.

The geometry in XYZ format:
```
20
Properties=species:S:1:pos:R:3
H -2.3488 -2.1788 2.8426
N -2.3506 -1.1609 2.8099
C -1.5487 -0.5930 1.9827
N -0.2015 -1.0314 1.7659
N -1.7225 0.7423 1.7146
C -0.6203 1.5317 1.1216
H 0.2354 -1.2048 0.8775
H -0.0336 -1.8254 2.3630
H -2.6800 0.9159 1.4471
H -1.0041 2.4332 0.6517
H -0.0562 1.0392 0.3536
H 0.0261 1.6494 1.9807
C 2.1684 -0.7483 -2.3696
C 1.3860 0.5217 -2.2986
O 1.5637 1.5632 -1.6836
O 0.3464 0.4562 -3.1160
H 3.0725 -0.8268 -1.7491
H 2.4314 -0.8942 -3.4402
H 1.5629 -1.6215 -2.2243
H -0.2264 1.2323 -3.0296
```

* energy: -473.74691 Ha
* net charge: 0
* relative energy (zero: lowest compared OMol25 entry of this formula, charge and spin): 146.6 kJ/mol


DFT (ωB97M-V/def2-TZVPD) results for C24H44N2OP2PtSi as an isolated structure.

The geometry in XYZ format:
```
75
Properties=species:S:1:pos:R:3
Pt 0.0339 -0.1934 0.1138
P 2.3384 -0.3935 -0.2126
P -2.3387 -0.0440 0.0366
N 0.1946 0.8567 -1.4103
H 1.1214 -1.7078 1.5721
C 2.6774 -1.8026 -1.3249
H 3.7619 -1.9552 -1.4080
H 2.2693 -1.5765 -2.3183
H 2.2140 -2.7219 -0.9484
C 3.4419 -0.5768 1.2288
H 4.4419 -0.8716 0.8751
H 3.0639 -1.3302 1.9312
H 3.5226 0.3867 1.7473
C 3.1320 1.0071 -1.0851
H 4.2235 0.8772 -1.0883
H 2.8891 1.9437 -0.5706
H 2.7712 1.0593 -2.1186
C -2.9331 -1.5618 -0.7715
H -4.0278 -1.6061 -0.7343
H -2.5126 -2.4419 -0.2705
H -2.6039 -1.5587 -1.8172
C -3.2260 0.0976 1.6232
H -4.2800 0.3644 1.4616
H -2.7365 0.8756 2.2219
H -3.1654 -0.8491 2.1740
C -2.9514 1.3689 -0.9213
H -4.0351 1.4719 -0.7762
H -2.7332 1.2193 -1.9836
H -2.4562 2.2872 -0.5865
C 0.0888 1.6983 -2.4054
C -0.0051 2.1035 -4.8150
C 0.0266 1.2141 -3.7632
C 0.0605 3.1211 -2.1800
C 0.0222 3.9863 -3.2535
C 0.0026 3.4853 -4.5653
H -0.0358 1.7163 -5.8349
H 0.0247 0.1272 -3.8874
H 0.0918 3.4492 -1.1357
H 0.0087 5.0614 -3.0689
H -0.0133 4.1839 -5.4005
C 0.1783 -2.3147 1.9179
O -0.8062 -1.3617 1.6069
C 0.1219 -3.5721 1.0620
H 0.1056 -4.4572 1.7084
H 1.0172 -3.6219 0.4359
H -0.7550 -3.5969 0.4047
C 0.0515 -2.5595 3.4107
H -0.9839 -2.8524 3.6417
H 0.2817 -1.6563 3.9836
H 0.7311 -3.3496 3.7372
C -1.8768 2.4555 4.5769
Si -1.2247 3.4992 3.1563
C -2.5849 3.9044 1.9341
C -0.4848 5.0887 3.8318
N 0.0118 2.6062 2.3549
C 1.2593 2.3463 2.6792
C 2.3552 3.0363 2.0434
C 3.5970 3.0715 2.6584
C 3.8409 2.3029 3.8053
C 2.8548 1.4374 4.3015
C 1.6056 1.3909 3.7041
H -2.7107 2.9765 5.0684
H -1.0904 2.2898 5.3272
H -2.2330 1.4718 4.2458
H -3.1699 4.7590 2.3068
H -2.1557 4.1879 0.9639
H -3.2752 3.0670 1.7706
H 0.3129 4.8824 4.5594
H -0.0413 5.6885 3.0250
H -1.2524 5.6984 4.3277
H 2.1167 3.6417 1.1659
H 4.3773 3.7157 2.2463
H 4.8039 2.3747 4.3117
H 3.0552 0.8017 5.1665
H 0.8089 0.7326 4.0627
```

* energy: -2217.01350 Ha
* net charge: 0
* 2S+1: 5


The highest energy belongs to which entry?
C7H14N


What is the formula in the first record?
C13H21MoN2O4S